(1)
{
  "formula": "C51H55IrN2O13PS2Si",
  "method": "ωB97M-V/def2-TZVPD",
  "symbols": ["Ir", "O", "C", "C", "O", "C", "C", "O", "C", "O", "O", "C", "C", "C", "C", "C", "C", "C", "S", "O", "O", "N", "C", "C", "O", "O", "H", "H", "H", "H", "H", "H", "H", "H", "H", "C", "C", "C", "C", "O", "Si", "S", "O", "C", "C", "C", "C", "O", "C", "C", "C", "C", "H", "H", "H", "H", "H", "H", "H", "H", "H", "H", "H", "H", "H", "H", "H", "H", "H", "H", "H", "H", "H", "H", "H", "H", "H", "H", "H", "O", "P", "C", "C", "C", "C", "C", "C", "C", "C", "C", "C", "C", "C", "C", "C", "C", "C", "C", "C", "H", "H", "H", "H", "H", "H", "H", "H", "H", "H", "H", "H", "H", "H", "H", "N", "C", "C", "C", "C", "C", "C", "C", "H", "H", "H", "H"],
  "coordinates": [[0.922, 1.469, 0.947], [6.753, 0.289, -1.905], [5.612, 0.525, -1.455], [5.172, 1.812, -0.842], [5.850, 2.828, -0.753], [3.775, 1.614, -0.382], [3.377, 0.291, -0.683], [2.254, -0.202, -0.396], [4.488, -0.407, -1.416], [4.427, -1.541, -1.904], [3.049, 2.435, 0.264], [2.957, -2.244, -4.677], [1.819, -1.815, -3.805], [0.888, -2.749, -3.361], [-0.072, -2.397, -2.431], [-0.095, -1.111, -1.927], [0.758, -0.139, -2.419], [1.706, -0.499, -3.370], [-1.273, -0.850, -0.622], [-0.943, -2.047, 0.389], [-2.592, -1.113, -1.150], [-1.109, 0.494, 0.102], [-2.251, 0.975, 0.836], [-2.116, 2.474, 1.197], [-3.076, 3.028, 1.718], [-1.004, 3.029, 0.933], [2.825, -3.269, -5.014], [3.873, -2.190, -4.090], [3.073, -1.597, -5.544], [0.934, -3.770, -3.716], [-0.780, -3.116, -2.057], [0.704, 0.873, -2.054], [2.402, 0.247, -3.731], [-2.372, 0.426, 1.785], [-3.172, 0.845, 0.249], [2.231, -3.414, 1.343], [1.785, -4.561, 0.455], [1.757, -5.868, 1.257], [2.709, -4.667, -0.758], [0.463, -4.352, -0.043], [-0.860, -3.667, 0.566], [1.239, -0.389, 2.194], [-2.084, -4.275, -0.321], [-2.430, -5.611, -0.633], [-2.322, -6.495, 0.611], [-3.875, -5.581, -1.138], [-1.500, -6.145, -1.729], [-0.971, -4.062, 2.139], [-1.722, -3.537, 3.231], [-0.973, -2.353, 3.831], [-3.100, -3.071, 2.762], [-1.841, -4.678, 4.253], [3.233, -3.605, 1.718], [1.548, -3.293, 2.178], [2.230, -2.485, 0.779], [2.719, -6.032, 1.733], [1.524, -6.708, 0.606], [0.983, -5.787, 2.016], [3.675, -5.054, -0.450], [2.852, -3.687, -1.203], [2.282, -5.331, -1.504], [-2.929, -6.074, 1.407], [-1.290, -6.507, 0.941], [-2.657, -7.507, 0.395], [-4.550, -5.313, -0.329], [-4.148, -6.556, -1.537], [-3.967, -4.830, -1.917], [-0.470, -6.008, -1.412], [-1.648, -5.599, -2.658], [-1.698, -7.200, -1.902], [-0.798, -1.614, 3.055], [-0.001, -2.656, 4.206], [-1.543, -1.899, 4.636], [-2.974, -2.375, 1.938], [-3.619, -2.563, 3.571], [-3.698, -3.909, 2.413], [-0.852, -5.029, 4.535], [-2.389, -5.513, 3.824], [-2.359, -4.337, 5.145], [0.526, 2.798, -1.149], [-0.423, 3.930, -1.104], [-2.217, 3.633, -1.281], [-3.157, 4.500, -0.744], [-4.499, 4.318, -1.013], [-4.914, 3.259, -1.802], [-3.984, 2.353, -2.285], [-2.636, 2.545, -2.032], [-0.121, 5.372, -0.031], [-0.675, 6.583, -0.428], [-0.466, 7.724, 0.320], [0.314, 7.661, 1.462], [0.883, 6.458, 1.848], [0.671, 5.309, 1.104], [-0.157, 4.811, -2.730], [1.144, 5.223, -2.997], [1.450, 5.893, -4.167], [0.454, 6.169, -5.092], [-0.843, 5.754, -4.840], [-1.146, 5.079, -3.671], [-2.841, 5.305, -0.101], [-5.223, 5.003, -0.596], [-5.963, 3.142, -2.038], [-4.300, 1.497, -2.864], [-1.904, 1.844, -2.413], [-1.260, 6.627, -1.337], [-0.908, 8.660, 0.009], [0.478, 8.558, 2.045], [1.497, 6.416, 2.736], [1.103, 4.361, 1.393], [1.912, 5.008, -2.266], [2.466, 6.205, -4.361], [0.687, 6.693, -6.010], [-1.628, 5.957, -5.557], [-2.166, 4.772, -3.482], [2.833, 2.229, 7.971], [2.493, 2.326, 6.872], [2.120, 2.412, 5.526], [3.118, 2.380, 4.542], [2.775, 2.288, 3.214], [1.436, 2.211, 2.808], [0.449, 2.370, 3.790], [0.778, 2.461, 5.126], [4.155, 2.364, 4.846], [3.560, 2.232, 2.474], [-0.597, 2.382, 3.510], [0.001, 2.523, 5.876]],
  "forces_ev_per_a": [[2.2, 0.1, 1.2], [-1.9, 0.4, 0.7], [2.5, -0.1, -0.9], [-0.3, 0.8, 0.3], [-0.2, -0.2, 0.0], [0.6, 0.0, 0.2], [0.2, -1.2, -0.7], [0.7, 0.1, -0.3], [-1.6, -0.8, 0.2], [0.2, 0.6, 0.3], [-1.4, -0.4, 0.3], [0.0, 0.0, 0.0], [-0.1, 0.0, 0.0], [-0.2, 0.1, 0.1], [0.1, -0.1, 0.1], [0.0, 0.3, 0.4], [-0.1, 0.1, -0.2], [-0.4, -0.1, 0.0], [-0.5, 0.4, -0.1], [-0.1, 0.8, -0.2], [0.1, -0.2, 0.1], [1.1, -1.1, -1.0], [-0.8, 0.2, 0.4], [-0.6, -0.7, 0.4], [-0.2, -0.2, 0.1], [0.9, -0.2, 0.4], [0.0, -0.1, -0.1], [0.1, 0.0, 0.0], [0.0, 0.1, -0.1], [0.0, -0.1, 0.0], [-0.1, -0.3, -0.1], [0.0, 0.1, 0.0], [0.1, 0.0, 0.0], [0.0, 0.1, -0.1], [0.1, 0.1, 0.3], [-0.2, -0.1, -0.3], [0.6, -0.4, 0.2], [-0.1, 0.3, -0.3], [-0.3, 0.1, 0.3], [-0.1, 0.2, -0.1], [0.0, -0.8, 0.0], [-0.5, 1.4, -0.6], [-0.3, 0.4, 0.0], [-0.2, -0.5, -0.2], [0.0, 0.3, -0.3], [0.4, 0.1, 0.1], [-0.1, 0.2, 0.3], [0.2, 0.0, -0.2], [-0.3, 0.1, 0.6], [-0.1, -0.3, -0.3], [0.3, -0.2, 0.0], [0.0, 0.3, -0.4], [0.1, 0.0, 0.1], [0.0, 0.0, 0.3], [0.1, 0.2, -0.1], [0.1, -0.1, 0.1], [0.0, -0.2, -0.1], [0.0, -0.1, 0.2], [0.2, 0.0, 0.0], [0.1, 0.2, -0.1], [-0.1, -0.2, -0.1], [-0.1, 0.0, 0.1], [0.2, -0.2, 0.2], [0.0, -0.1, 0.0], [-0.1, 0.0, 0.1], [-0.1, -0.1, 0.0], [0.0, 0.1, -0.1], [0.1, -0.1, 0.0], [0.0, 0.1, -0.1], [0.0, -0.1, -0.1], [0.0, 0.2, 0.0], [0.2, -0.1, 0.1], [-0.1, 0.0, 0.1], [-0.1, 0.2, -0.1], [-0.1, 0.0, 0.1], [-0.1, -0.1, 0.0], [0.1, 0.0, 0.0], [-0.1, -0.1, -0.1], [-0.1, 0.1, 0.1], [0.9, -1.1, 0.5], [-1.3, 1.6, -1.0], [0.5, 0.2, 0.0], [0.1, 0.1, 0.0], [-0.1, 0.0, -0.1], [-0.1, 0.0, 0.0], [0.0, -0.1, -0.1], [0.1, -0.1, -0.1], [-0.1, -0.3, -0.3], [0.0, 0.0, -0.1], [-0.1, 0.2, 0.0], [0.0, 0.1, 0.0], [0.1, 0.0, 0.1], [0.0, -0.1, 0.0], [0.0, -0.3, 0.2], [0.0, -0.1, 0.1], [0.1, 0.1, -0.1], [0.0, -0.1, 0.0], [0.0, 0.1, -0.2], [-0.1, -0.1, 0.3], [0.0, 0.1, 0.1], [-0.1, 0.1, 0.1], [-0.1, -0.1, 0.0], [0.0, 0.0, 0.0], [0.1, -0.1, -0.1], [0.0, 0.1, 0.0], [0.0, 0.1, 0.0], [0.0, 0.0, 0.1], [0.1, -0.1, 0.1], [0.1, 0.0, 0.1], [0.2, 0.0, 0.0], [0.1, 0.0, 0.0], [0.0, 0.0, 0.0], [0.0, 0.0, -0.1], [0.0, 0.0, 0.0], [-0.1, 0.1, -0.1], [0.3, 0.0, 1.4], [-0.3, 0.1, -1.4], [-0.3, 0.0, 0.4], [-0.1, 0.2, -0.5], [-0.3, -0.5, -0.5], [0.0, 0.2, -0.3], [0.3, 0.0, 0.2], [0.1, 0.0, 0.0], [0.0, -0.1, -0.1], [0.0, -0.1, 0.0], [0.0, 0.0, 0.0]],
  "lowdin_spin": [0.72, 0.00, 0.00, 0.00, 0.00, -0.01, 0.00, 0.02, 0.00, 0.00, -0.01, 0.00, 0.00, 0.00, 0.00, 0.00, 0.00, 0.00, 0.00, 0.00, 0.00, 0.02, 0.00, 0.00, 0.01, 0.07, 0.00, 0.00, 0.00, 0.00, 0.00, 0.00, 0.00, 0.00, 0.00, 0.01, 0.00, 0.00, 0.00, 0.00, 0.00, 0.13, 0.00, 0.00, 0.00, 0.00, 0.00, 0.00, 0.00, 0.00, 0.00, 0.00, 0.00, 0.00, 0.01, 0.00, 0.00, 0.00, 0.00, 0.00, 0.00, 0.00, 0.00, 0.00, 0.00, 0.00, 0.00, 0.00, 0.00, 0.00, 0.00, 0.00, 0.00, 0.00, 0.00, 0.00, 0.00, 0.00, 0.00, 0.01, 0.00, 0.00, 0.00, 0.00, 0.00, 0.00, 0.00, 0.00, 0.00, 0.00, 0.00, 0.00, 0.00, 0.00, 0.00, 0.00, 0.00, 0.00, 0.00, 0.00, 0.00, 0.00, 0.00, 0.00, 0.00, 0.00, 0.00, 0.00, 0.00, 0.00, 0.00, 0.00, 0.00, 0.00, 0.00, 0.00, 0.00, 0.00, 0.00, 0.00, 0.00, 0.00, 0.00, 0.00, 0.00, 0.00],
  "total_energy_ev": -125058.3705,
  "homo_ev": [-2.01, -2.00],
  "gap_ev": [5.327, 5.594],
  "spin_multiplicity": 2,
  "total_charge": -2
}



(2)
{
  "formula": "C51H56AsSb3Tl",
  "method": "ωB97M-V/def2-TZVPD",
  "symbols": ["Tl", "C", "C", "C", "Sb", "C", "C", "C", "C", "C", "C", "C", "C", "C", "C", "C", "C", "Sb", "C", "C", "C", "C", "C", "C", "C", "C", "C", "C", "C", "C", "H", "H", "H", "H", "H", "H", "H", "H", "H", "H", "H", "H", "H", "H", "H", "H", "H", "H", "H", "H", "H", "H", "H", "H", "H", "H", "C", "C", "C", "C", "C", "C", "C", "Sb", "C", "C", "C", "C", "C", "C", "C", "C", "C", "C", "C", "C", "C", "C", "H", "H", "H", "H", "H", "H", "H", "H", "H", "H", "H", "H", "H", "H", "H", "H", "H", "H", "H", "H", "H", "C", "As", "C", "C", "H", "H", "H", "H", "H", "H", "H", "H", "H"],
  "coordinates": [[-0.604, -0.525, -0.575], [-3.058, 0.038, 1.986], [-2.497, -0.855, 3.090], [-2.702, -2.329, 2.753], [-1.231, -3.011, 1.305], [0.537, -2.558, 2.426], [1.679, -2.122, 1.760], [2.824, -1.809, 2.478], [2.831, -1.926, 3.860], [1.701, -2.385, 4.522], [0.553, -2.700, 3.809], [-1.309, -5.157, 1.311], [-2.120, -5.820, 0.400], [-2.155, -7.206, 0.428], [-1.376, -7.900, 1.344], [-0.563, -7.219, 2.240], [-0.507, -5.832, 2.218], [-2.809, 2.217, 2.261], [-0.661, 2.311, 1.951], [0.114, 1.225, 1.559], [1.487, 1.358, 1.370], [2.098, 2.578, 1.607], [1.337, 3.665, 2.020], [-0.037, 3.538, 2.171], [-2.738, 2.286, 4.422], [-3.835, 2.758, 5.128], [-3.774, 2.840, 6.513], [-2.619, 2.459, 7.180], [-1.526, 1.984, 6.469], [-1.575, 1.904, 5.083], [-4.138, -0.106, 1.915], [-2.635, -0.217, 1.003], [-3.018, -0.629, 4.024], [-1.437, -0.654, 3.272], [-3.700, -2.501, 2.350], [-2.561, -2.990, 3.611], [1.685, -2.050, 0.674], [3.717, -1.479, 1.961], [3.719, -1.671, 4.421], [1.712, -2.506, 5.597], [-0.323, -3.055, 4.340], [-2.726, -5.279, -0.316], [-2.782, -7.736, -0.275], [-1.386, -8.981, 1.347], [0.045, -7.760, 2.952], [0.141, -5.305, 2.906], [-0.340, 0.232, 1.515], [2.081, 0.498, 1.083], [3.170, 2.679, 1.498], [1.815, 4.614, 2.227], [-0.622, 4.395, 2.483], [-4.734, 3.076, 4.615], [-4.623, 3.222, 7.064], [-2.566, 2.549, 8.257], [-0.622, 1.686, 6.985], [-0.707, 1.551, 4.537], [4.457, -0.814, -1.099], [4.814, 0.534, -1.662], [6.143, 0.910, -1.836], [6.474, 2.154, -2.358], [5.483, 3.051, -2.735], [4.151, 2.705, -2.583], [3.850, 1.452, -2.070], [1.792, 0.871, -2.019], [0.499, 2.402, -2.789], [-0.232, 2.101, -3.937], [-1.076, 3.054, -4.481], [-1.213, 4.287, -3.855], [-0.502, 4.564, -2.697], [0.359, 3.625, -2.129], [1.085, 3.956, -0.855], [1.597, -0.744, -3.431], [1.031, -1.943, -3.001], [0.758, -2.957, -3.905], [1.057, -2.768, -5.245], [1.688, -1.605, -5.657], [1.988, -0.577, -4.763], [2.737, 0.637, -5.236], [5.296, -1.250, -0.561], [4.188, -1.505, -1.902], [3.611, -0.740, -0.406], [6.924, 0.220, -1.546], [7.514, 2.428, -2.464], [5.739, 4.018, -3.144], [3.369, 3.397, -2.875], [-0.105, 1.146, -4.436], [-1.605, 2.846, -5.402], [-1.864, 5.041, -4.278], [-0.612, 5.528, -2.216], [1.255, 5.029, -0.785], [2.057, 3.460, -0.790], [0.500, 3.658, 0.020], [0.856, -2.139, -1.945], [0.326, -3.888, -3.561], [0.809, -3.534, -5.967], [1.954, -1.485, -6.700], [2.632, 0.772, -6.311], [3.802, 0.527, -5.023], [2.393, 1.550, -4.746], [-3.588, 0.283, -3.940], [-3.184, 0.232, -2.030], [-3.711, 2.038, -1.506], [-4.695, -0.832, -1.374], [-4.651, 0.497, -4.048], [-3.364, -0.674, -4.407], [-3.010, 1.063, -4.429], [-4.643, 2.298, -2.006], [-2.942, 2.751, -1.804], [-3.852, 2.093, -0.427], [-5.076, -1.436, -2.196], [-5.488, -0.177, -1.019], [-4.399, -1.500, -0.567]],
  "forces_ev_per_a": [[-0.1, -0.4, -1.0], [0.3, 0.6, 0.4], [-0.1, 0.0, -0.3], [0.1, 0.0, -0.3], [0.4, 0.4, 0.8], [-0.3, -0.1, -0.4], [-0.1, -0.1, 0.0], [0.0, 0.0, 0.0], [0.0, 0.0, 0.0], [0.0, 0.0, 0.1], [-0.1, 0.0, 0.0], [0.0, 0.7, -0.6], [-0.1, -0.1, 0.0], [0.0, 0.1, 0.0], [0.0, -0.1, 0.0], [0.0, 0.0, 0.0], [0.0, 0.1, 0.1], [-0.1, 0.0, 0.5], [-0.7, -0.4, 0.1], [0.1, 0.5, 0.1], [0.2, 0.1, 0.1], [0.1, -0.3, 0.3], [-0.1, 0.0, 0.6], [0.3, 0.0, 0.3], [0.3, -0.2, -0.9], [-0.1, 0.0, 0.1], [0.0, 0.1, -0.1], [-0.1, 0.0, 0.0], [0.2, 0.0, -0.1], [-0.2, 0.0, 0.3], [0.0, 0.0, -0.1], [-0.2, 0.0, 0.0], [0.1, 0.0, 0.0], [0.0, 0.1, 0.1], [0.0, -0.1, 0.0], [0.1, -0.1, -0.1], [0.1, 0.0, 0.0], [0.0, 0.0, 0.0], [0.0, 0.0, 0.0], [0.0, 0.0, 0.0], [0.0, 0.0, 0.0], [0.0, 0.0, 0.0], [0.0, 0.0, 0.0], [0.0, 0.0, 0.0], [0.0, 0.0, 0.0], [0.0, 0.0, 0.0], [0.0, 0.0, 0.5], [0.1, 0.0, 0.1], [0.0, 0.0, 0.0], [0.0, 0.0, 0.0], [0.0, 0.0, 0.0], [0.0, 0.0, 0.0], [0.0, 0.0, 0.0], [0.0, 0.0, 0.0], [0.0, 0.0, 0.1], [0.0, 0.0, 0.0], [0.0, 0.0, -0.1], [0.0, -0.1, 0.1], [0.0, 0.0, 0.0], [0.0, 0.0, 0.0], [0.0, 0.0, -0.1], [-0.2, 0.1, 0.0], [-0.5, -0.2, 0.6], [-0.8, -0.4, -1.1], [0.3, -0.4, 0.4], [0.1, -0.1, -0.1], [0.0, 0.0, 0.0], [0.1, 0.0, 0.0], [-0.1, 0.0, 0.0], [0.2, 0.2, 0.0], [-0.3, -0.1, -0.5], [0.0, 0.3, 0.4], [0.0, 0.0, 0.0], [-0.1, 0.0, 0.1], [0.0, 0.0, 0.0], [0.0, 0.0, 0.0], [0.0, 0.0, 0.0], [0.0, 0.0, 0.0], [0.0, 0.0, 0.0], [0.0, 0.0, 0.0], [0.0, -0.1, 0.0], [0.0, 0.0, 0.0], [0.0, 0.0, 0.0], [0.0, 0.0, 0.0], [0.0, 0.0, 0.0], [0.0, 0.0, 0.0], [0.0, 0.0, 0.0], [0.0, 0.0, 0.0], [0.0, 0.0, 0.0], [0.0, 0.0, 0.1], [-0.1, 0.1, -0.1], [0.1, 0.1, -0.7], [0.0, 0.0, 0.0], [0.0, 0.0, 0.0], [0.1, 0.0, 0.0], [0.0, 0.0, 0.0], [0.0, 0.0, 0.0], [0.0, 0.0, 0.0], [0.0, 0.0, -0.1], [0.5, -0.2, -0.1], [-0.5, 0.4, 0.3], [0.3, -0.1, 0.0], [0.3, -0.3, 0.0], [0.0, 0.0, 0.2], [0.0, 0.0, 0.0], [0.0, 0.0, 0.1], [0.0, -0.1, -0.1], [0.0, 0.0, 0.0], [0.0, 0.0, -0.1], [0.0, 0.0, 0.0], [0.1, 0.1, 0.0], [0.0, 0.0, 0.0]],
  "mulliken_charge": [1.19, -0.58, 0.39, -1.57, 0.73, 0.41, -0.58, -0.36, -0.86, -0.87, -0.24, 0.85, -0.81, -0.60, -0.54, -0.70, -0.23, 1.01, -1.19, 1.49, -0.64, -1.04, -1.05, -0.78, 0.17, -0.69, -0.54, -0.54, -0.82, 0.16, 0.75, -0.68, 0.65, -0.28, 0.62, 0.56, 0.68, 0.39, 0.47, 0.49, 0.48, 0.36, 0.42, 0.42, 0.42, 0.36, 0.04, 1.08, 0.50, 0.45, 0.60, 0.41, 0.41, 0.42, 0.41, 0.40, -1.18, 0.17, -0.73, -0.83, -0.84, -0.35, 1.32, -0.14, 1.72, -0.96, -0.96, -0.99, -0.64, 0.60, -1.37, 1.41, -1.26, -1.11, -0.86, -0.81, 0.62, -0.96, 0.59, 0.33, -0.07, 0.50, 0.45, 0.49, 0.46, 0.49, 0.68, 0.44, 0.52, 0.64, 0.06, 0.12, 0.50, 0.58, 0.45, 0.52, 0.55, 0.34, 0.08, -0.99, 0.47, -0.64, -1.04, 0.46, 0.41, 0.16, 0.49, 0.01, 0.08, 0.47, 0.40, 0.13],
  "total_energy_ev": -138912.0145,
  "homo_ev": -14.90,
  "gap_ev": 3.875,
  "total_charge": 3,
  "relative_energy_kcal_mol": 43.7
}



What is the formula in the first record?
C51H55IrN2O13PS2Si



What is the formula in the second record?
C51H56AsSb3Tl